[1]
Here is C33H40BrN6O7ReS2Sb as an isolated structure from the Open Molecules 2025 dataset. Energies are from the ωB97M-V functional and the def2-TZVPD basis.

XYZ file:
```
91
Properties=species:S:1:pos:R:3:mulliken_charge:R:1
Re 0.45 -0.74 -0.98 1.251
S 0.84 -0.82 3.11 -0.091
C -0.35 0.47 3.28 0.522
C -1.35 0.77 4.18 -0.864
C -2.17 1.84 3.86 0.688
C -3.28 2.18 4.71 -0.289
N -4.19 2.48 5.33 -0.470
C -1.99 2.57 2.67 0.516
C -0.95 2.28 1.78 -0.675
C -0.13 1.23 2.13 -0.330
S 1.22 0.35 1.42 0.350
C -2.99 3.54 2.31 -0.103
N -3.78 4.33 2.05 -0.626
H -1.51 0.20 5.09 0.578
H -0.81 2.87 0.89 0.698
O -2.20 -0.45 -2.22 -0.576
N -1.18 -0.56 -1.68 0.711
Br -2.28 -6.26 3.41 -0.129
C -1.35 -5.87 1.83 -0.129
C -0.97 -6.90 0.97 -0.133
N -0.31 -6.70 -0.16 -0.576
C -0.02 -5.45 -0.49 -0.299
C -0.36 -4.36 0.30 0.147
C -1.04 -4.57 1.50 -0.415
C -0.05 -3.01 -0.13 0.705
O -0.32 -1.97 0.55 -0.777
O 0.52 -2.74 -1.25 -0.715
H -1.20 -7.93 1.23 0.394
H 0.51 -5.31 -1.43 0.521
H -1.32 -3.74 2.13 0.606
C 1.09 3.99 -3.80 -1.337
C 0.39 3.00 -2.87 0.641
C -1.00 2.65 -3.37 -1.408
Sb 1.53 1.20 -2.58 0.092
C 1.54 0.15 -4.46 0.373
C 2.17 -1.23 -4.26 -1.199
C 2.18 0.90 -5.61 -1.329
C 3.46 1.77 -1.88 0.940
C 4.43 2.10 -3.01 -1.406
C 3.29 2.93 -0.90 -1.356
H 0.51 4.91 -3.84 0.473
H 1.16 3.61 -4.81 0.221
H 2.09 4.25 -3.46 0.260
H 0.33 3.43 -1.87 0.172
H -0.97 2.22 -4.37 0.304
H -1.60 3.56 -3.44 0.478
H -1.53 1.96 -2.72 0.251
H 0.47 0.03 -4.64 0.468
H 3.22 -1.16 -3.98 0.297
H 2.11 -1.79 -5.20 0.593
H 1.67 -1.82 -3.49 0.043
H 3.25 1.07 -5.45 0.236
H 1.71 1.86 -5.82 0.290
H 2.09 0.30 -6.52 0.487
H 3.80 0.88 -1.36 -0.114
H 4.08 2.92 -3.64 0.273
H 4.62 1.24 -3.65 0.323
H 5.39 2.41 -2.59 0.482
H 2.95 3.84 -1.38 0.245
H 4.26 3.15 -0.43 0.490
H 2.59 2.69 -0.09 0.240
N -6.51 4.73 1.26 -0.134
C -7.23 3.41 1.42 -0.400
C -6.92 2.47 0.25 -0.741
N -5.62 1.84 0.25 -0.423
H -6.92 5.45 1.85 0.404
H -6.57 5.06 0.29 0.386
H -5.51 4.65 1.53 0.230
H -8.30 3.63 1.49 0.393
H -6.90 2.99 2.37 0.286
H -7.05 3.02 -0.69 0.367
H -7.69 1.70 0.25 0.372
H -5.55 1.11 0.95 0.265
H -4.85 2.48 0.36 0.146
O 2.66 -1.89 1.25 -0.566
C 3.03 -1.87 0.09 -0.259
O 2.40 -1.10 -0.79 0.800
C 4.19 -2.61 -0.46 -0.190
C 4.02 -3.36 -1.61 -0.291
C 5.09 -4.10 -2.15 -1.316
C 6.29 -4.00 -1.49 1.034
O 7.46 -4.59 -1.82 -0.491
C 8.42 -4.18 -0.84 -0.249
O 7.74 -3.32 0.09 -0.499
C 6.45 -3.24 -0.34 0.645
C 5.42 -2.54 0.21 -0.877
H 3.06 -3.40 -2.10 0.572
H 4.97 -4.72 -3.03 0.457
H 9.22 -3.63 -1.32 0.263
H 8.79 -5.06 -0.31 0.268
H 5.54 -1.97 1.12 0.537
```

Results
- multiplicity = 2
- gap between HOMO and LUMO (alpha / beta) (eV) = 5.4079 / 5.5437
- relative energy (zero: lowest compared OMol25 entry of this formula, charge and spin) (eV) = 0.466
- total charge = +2

***

[2]
Here is one molecule with the formula CH4N2O from the Open Molecules 2025 dataset. Energies are from the ωB97M-V functional and the def2-TZVPD basis.

XYZ file:
```
8
Properties=species:S:1:pos:R:3:mulliken_charge:R:1
N 0.74 0.68 0.70 -0.605
N -0.34 0.03 0.13 -0.004
C -0.24 -0.77 -0.95 0.139
O -1.15 -1.46 -1.40 -0.584
H 0.72 1.71 0.74 0.235
H 0.80 0.44 1.64 0.235
H -1.30 0.10 0.52 0.255
H 0.76 -0.72 -1.38 0.329
```

Results
- gap between HOMO and LUMO (eV) = 10.9393
- relative energy (zero: lowest compared OMol25 entry of this formula, charge and spin) (eV) = 1.893
- SMILES string = NNC=O
- total charge = 0

***

[3]
Here is a 6-piece molecular cluster, ClH10O9 overall from the Open Molecules 2025 dataset. Energies are from the ωB97M-V functional and the def2-TZVPD basis.

XYZ file:
```
20
Properties=species:S:1:pos:R:3:mulliken_charge:R:1
Cl -0.24 0.31 0.37 1.765
O 0.42 1.37 1.15 -0.422
O -1.18 0.90 -0.52 -0.379
O 0.79 -0.41 -0.32 -0.563
O -1.06 -0.44 1.27 -0.460
O 0.19 -1.27 -3.14 -0.604
H 0.49 -0.87 -2.33 0.328
H 0.13 -0.55 -3.76 0.310
O -0.59 -3.47 0.31 -0.592
H -0.70 -2.57 0.60 0.311
H -0.54 -3.98 1.11 0.304
O -3.63 -1.57 -0.57 -0.575
H -3.42 -0.68 -0.28 0.286
H -4.58 -1.63 -0.49 0.300
O 3.54 1.03 3.01 -0.615
H 2.83 1.36 2.47 0.298
H 3.73 1.74 3.62 0.314
O 1.52 3.58 -1.13 -0.621
H 1.11 4.33 -0.70 0.317
H 1.18 2.82 -0.65 0.298
```

Results
- multiplicity = 2
- gap between HOMO and LUMO (alpha / beta) (eV) = 11.1868 / 4.5852
- total charge = 0

***

[4]
Here is C13H7Cl2NdO8S2 as an isolated structure from the Open Molecules 2025 dataset. Energies are from the ωB97M-V functional and the def2-TZVPD basis.

XYZ file:
```
33
Properties=species:S:1:pos:R:3:mulliken_charge:R:1
Nd 0.00 -0.24 0.18 1.322
Cl -4.19 0.54 6.59 -0.222
C -3.18 0.61 5.19 0.308
C -2.52 1.81 4.89 -0.587
C -1.70 1.90 3.79 0.238
Cl -0.90 3.37 3.40 -0.182
C -1.48 0.78 2.93 0.382
O -0.70 0.89 1.92 -0.612
C -2.18 -0.42 3.26 0.743
C -2.04 -1.58 2.43 -0.131
O -1.32 -1.68 1.43 -0.588
C -3.02 -0.49 4.39 -0.974
H -2.67 2.68 5.52 0.447
H -2.63 -2.46 2.73 0.377
H -3.53 -1.41 4.62 0.389
O 2.17 -3.14 -1.42 -0.686
S 1.55 -1.87 -1.26 1.480
O 1.96 -1.15 -0.03 -0.553
O 0.07 -1.88 -1.26 -0.532
C 1.99 -0.87 -2.70 0.064
C 2.85 -1.48 -3.59 -0.566
C 3.19 -0.86 -4.78 -0.581
C 2.64 0.37 -5.09 -0.583
C 1.78 1.00 -4.20 -0.553
C 1.45 0.39 -3.00 0.038
S 0.44 1.40 -1.90 1.452
O 0.24 2.65 -2.55 -0.676
O -0.83 0.67 -1.61 -0.547
O 1.19 1.44 -0.63 -0.556
H 3.24 -2.46 -3.34 0.542
H 3.86 -1.35 -5.47 0.401
H 2.89 0.87 -6.03 0.401
H 1.36 1.97 -4.41 0.546
```

Results
- multiplicity = 4
- gap between HOMO and LUMO (alpha / beta) (eV) = 7.7619 / 7.7742
- relative energy (zero: lowest compared OMol25 entry of this formula, charge and spin) (eV) = 0.000
- total charge = 0

***

[5]
Here is C25H26ClCoOPS3 as an isolated structure from the Open Molecules 2025 dataset. Energies are from the ωB97M-V functional and the def2-TZVPD basis.

XYZ file:
```
58
Properties=species:S:1:pos:R:3:mulliken_charge:R:1
Co 1.29 -0.06 -0.08 -0.490
C 2.91 2.54 -1.15 -0.790
C 4.11 1.76 -0.63 -0.752
S 3.73 0.10 0.04 0.102
C 4.10 0.32 1.82 -0.739
C 3.02 -0.16 2.77 -0.860
S 1.32 0.36 2.43 0.126
C 1.31 2.15 2.61 -0.898
C 1.92 2.95 1.46 -0.747
S 1.39 2.38 -0.19 0.124
H 3.15 3.60 -1.23 0.518
H 2.62 2.20 -2.15 0.395
H 4.81 1.60 -1.45 0.464
H 4.65 2.30 0.14 0.461
H 5.02 -0.24 2.01 0.537
H 4.33 1.37 1.98 0.370
H 2.96 -1.25 2.75 0.330
H 3.28 0.12 3.79 0.623
H 0.24 2.39 2.70 0.412
H 1.78 2.42 3.55 0.555
H 1.62 3.99 1.54 0.602
H 3.01 2.91 1.49 0.266
Cl 1.22 -0.23 -2.47 -0.184
C -0.43 0.13 -2.97 0.732
C -0.66 0.42 -4.29 -0.769
C -1.95 0.71 -4.70 -0.550
C -2.99 0.69 -3.78 -0.821
C -2.74 0.39 -2.45 -0.386
C -1.45 0.09 -2.02 -0.565
P -1.05 -0.30 -0.30 2.047
C -2.47 0.19 0.69 0.052
C -2.66 1.56 0.93 -0.276
C -3.74 1.98 1.67 -0.779
C -4.64 1.05 2.19 -0.576
C -4.45 -0.30 1.96 -0.760
C -3.36 -0.74 1.21 -0.211
C -0.97 -2.12 -0.23 -0.547
C -1.29 -2.96 -1.21 -0.095
C -0.88 -4.36 -1.21 -0.651
C 0.03 -4.82 -0.34 -0.917
C 0.62 -3.90 0.67 -0.491
C -0.09 -2.56 0.92 0.397
H 0.16 0.43 -5.01 0.516
H -2.15 0.94 -5.73 0.430
H -4.00 0.92 -4.09 0.452
H -3.56 0.37 -1.73 0.525
H -1.96 2.28 0.52 0.496
H -3.90 3.04 1.85 0.456
H -5.49 1.38 2.77 0.424
H -5.15 -1.02 2.36 0.454
H -3.23 -1.80 1.02 0.422
H -1.87 -2.60 -2.06 0.560
H -1.30 -5.02 -1.95 0.487
H 0.35 -5.85 -0.34 0.475
H 1.00 -4.40 1.55 0.556
H -0.47 -2.30 1.90 0.580
O 1.77 -3.07 0.09 -0.462
C 1.18 -1.95 0.38 0.371
```

Results
- multiplicity = 2
- gap between HOMO and LUMO (alpha / beta) (eV) = 7.5192 / 8.3602
- relative energy (zero: lowest compared OMol25 entry of this formula, charge and spin) (eV) = 3.142
- total charge = +2

***

Number 1: largest force on an atom 1.4 eV/Å. Number 2: largest force on an atom 2.3 eV/Å. Number 3: largest force on an atom 4.0 eV/Å. Number 4: largest force on an atom 6.0 eV/Å. Number 5: largest force on an atom 1.9 eV/Å.